# 1
96
Properties=species:S:1:pos:R:3:forces:R:3 method="wB97M-V/def2-TZVPD" charge=+1 s_squared=0.8018 spin_multiplicity=2 lumo_energy_ev="-3.39 / -3.49"
V -0.06552 0.00824 0.72201 -0.005 0.487 -0.458
C 3.93148 3.87520 0.55208 0.002 0.003 0.001
C 3.75585 2.65454 -0.30576 -0.003 -0.008 0.003
C 3.96031 2.70937 -1.68439 0.006 -0.001 -0.001
C 3.82746 1.55733 -2.43491 0.000 0.002 0.001
C 3.49037 0.37351 -1.79469 -0.002 0.002 0.004
C 3.27513 0.41978 -0.42624 -0.004 0.001 -0.006
N 3.40764 1.52450 0.30932 0.003 0.004 0.003
C 3.01138 -0.83185 0.33851 0.000 0.014 -0.021
C 3.96228 -1.83823 0.23562 -0.002 0.000 0.004
C 3.84358 -2.97146 1.01201 -0.001 0.001 0.001
C 2.79584 -3.04659 1.90651 -0.030 -0.017 0.013
C 1.86926 -2.01777 1.94460 0.067 0.034 -0.010
N 1.94083 -0.94149 1.14417 -0.026 0.012 0.042
C 0.74114 -2.04789 2.90267 0.008 -0.007 0.004
C 0.79848 -2.84264 4.03863 0.003 0.007 -0.006
C -0.24932 -2.79791 4.93654 -0.003 0.003 0.001
C -1.30459 -1.94774 4.67676 0.007 -0.005 0.003
C -1.30308 -1.16482 3.52797 -0.014 0.003 -0.010
C -2.44880 -0.23044 3.29578 -0.003 0.002 0.010
N -0.29009 -1.22967 2.64197 0.031 0.011 -0.020
H 4.98968 4.12716 0.64309 0.001 0.001 -0.001
H 3.53846 3.68962 1.55058 0.003 0.000 0.000
H 3.42602 4.73821 0.11503 -0.002 -0.002 0.001
H 4.22794 3.64937 -2.14990 -0.001 0.000 0.000
H 3.97970 1.57549 -3.50638 -0.001 0.000 0.001
H 3.35949 -0.55282 -2.33823 0.001 0.000 -0.001
H 4.79085 -1.70533 -0.44489 -0.001 0.001 0.001
H 4.56375 -3.77469 0.93505 0.000 -0.001 0.001
H 2.67568 -3.91626 2.53335 0.000 -0.003 -0.003
H 1.66122 -3.45936 4.23487 0.000 -0.001 0.000
H -0.23245 -3.40184 5.83387 0.000 0.000 0.000
H -2.13463 -1.86780 5.36421 0.000 0.001 -0.001
H -3.11039 -0.23582 4.15921 -0.001 -0.004 -0.001
H -3.02822 -0.52930 2.42351 0.005 0.004 -0.002
H -2.08095 0.78048 3.13363 -0.006 0.000 0.001
C -2.91755 -3.59479 0.12590 0.015 0.003 -0.001
C -4.02905 -3.01063 -0.44990 -0.010 0.012 -0.005
C -4.06424 -1.63127 -0.57869 -0.001 -0.017 -0.005
C -2.97337 -0.89127 -0.15764 -0.002 0.033 0.002
N -1.86692 -1.46095 0.35387 0.034 0.033 0.011
C -1.86230 -2.78370 0.51398 -0.002 -0.015 0.016
C -2.97746 0.58441 -0.08592 -0.005 -0.025 -0.019
C -4.02768 1.41565 -0.43798 0.007 0.020 0.002
C -3.93094 2.76478 -0.12834 -0.016 -0.006 -0.007
C -2.81782 3.24625 0.54351 0.029 -0.012 0.000
C -1.79987 2.35825 0.84935 0.018 0.034 0.036
N -1.88576 1.07545 0.50037 0.122 -0.029 0.052
C -0.48029 2.67306 1.49571 -0.101 -0.008 0.034
C -0.45958 3.85291 2.40440 0.028 -0.019 0.012
C 0.45719 3.89561 3.38013 -0.018 0.036 -0.012
C 1.30881 2.75937 3.62687 -0.031 -0.052 -0.030
C 1.01552 1.58964 3.01094 0.081 0.010 0.054
N 0.02350 1.44202 2.08630 -0.087 -0.112 -0.137
H -2.85041 -4.66342 0.27136 0.002 0.001 0.000
H -4.86491 -3.61312 -0.77915 0.000 0.000 0.000
H -4.93464 -1.13938 -0.98824 0.002 0.002 0.000
H -0.97313 -3.21129 0.94920 0.000 0.000 -0.001
H -4.91007 1.02612 -0.92371 0.002 0.000 -0.001
H -4.73756 3.43655 -0.38967 0.000 -0.001 0.002
H -2.74623 4.28754 0.82019 -0.001 0.001 -0.001
H -1.13550 4.67839 2.22792 0.004 -0.003 -0.004
H 0.53289 4.76663 4.01876 0.001 0.000 -0.002
H 2.08918 2.79863 4.37167 0.000 -0.002 0.000
H 1.55410 0.68519 3.26480 0.002 0.005 -0.003
O 1.77973 -2.35998 -2.59780 -0.008 0.004 0.014
S 0.66417 -2.29070 -1.69024 0.034 -0.049 -0.026
O 0.77339 -3.03544 -0.45869 0.004 0.002 0.011
N 0.30726 -0.76305 -1.29542 -0.044 0.066 0.154
C 0.41566 0.21640 -2.27062 0.012 0.172 0.088
C 0.49860 0.07416 -3.66147 0.004 0.048 -0.105
C 0.55320 1.20014 -4.46331 -0.004 -0.066 0.014
C 0.51834 2.48732 -3.92567 0.005 -0.014 0.022
C 0.47058 2.66022 -2.55698 -0.011 -0.104 0.027
C 0.40265 3.95932 -1.91052 -0.002 0.025 0.047
C 0.42350 4.04475 -0.58106 -0.008 0.034 -0.053
C 0.56226 2.84581 0.27683 0.088 -0.046 -0.001
N 0.48734 1.56688 -0.37154 -0.119 -0.463 0.560
C 0.45605 1.51616 -1.72704 -0.037 -0.076 -0.301
C -0.74136 -2.95993 -2.54768 -0.007 0.011 0.003
C -1.77924 -2.17124 -3.01368 -0.005 0.008 0.002
C -2.82977 -2.76652 -3.70122 -0.005 -0.006 -0.004
C -2.84033 -4.13629 -3.90787 0.005 -0.002 0.000
C -1.79576 -4.92194 -3.43175 0.003 0.005 -0.001
C -0.74099 -4.33653 -2.75374 0.004 -0.003 0.005
H 0.53024 -0.90431 -4.11588 -0.001 0.001 -0.005
H 0.61040 1.07332 -5.53663 0.000 -0.002 0.000
H 0.52569 3.35275 -4.57621 0.000 0.002 -0.001
H 0.34101 4.84496 -2.53130 0.001 0.003 0.003
H 0.39463 5.00299 -0.07585 0.004 0.000 0.001
H 1.49229 2.91230 0.85461 -0.015 0.019 0.001
H -1.77234 -1.10250 -2.84820 0.002 0.001 0.001
H -3.63936 -2.15364 -4.07668 0.000 0.000 0.000
H -3.65846 -4.59593 -4.44690 0.001 0.000 -0.001
H -1.80111 -5.99106 -3.59750 0.001 0.000 0.000
H 0.07997 -4.93616 -2.38212 -0.001 -0.001 0.000



# 2
21
Properties=species:S:1:pos:R:3:forces:R:3 method="wB97M-V/def2-TZVPD" smiles=CC(C)[C@@H](N)CN lumo_energy_ev=1.05
N 1.85917 -0.58447 -0.06392 -1.285 -0.512 2.325
C 0.43304 -0.38648 -0.40102 -1.034 0.934 1.744
C -0.00731 1.11066 -0.63226 2.078 0.023 -2.133
C -0.01523 1.98808 0.61031 -2.918 -1.708 2.242
C -1.29198 1.13377 -1.55597 -0.832 -0.307 0.030
C -0.39744 -0.83479 0.91955 1.970 0.599 0.623
N -0.39526 -2.31962 1.09931 1.586 1.656 -0.863
H 1.89726 -1.26197 0.74002 0.333 0.957 -1.390
H 2.56135 -0.79096 -0.73975 -0.130 -0.177 -0.754
H 0.13288 -0.83879 -1.35195 -0.061 -0.718 0.347
H 0.83589 1.51136 -1.24373 -0.523 -0.234 -0.092
H 0.61698 1.64610 1.48782 0.214 0.814 -1.647
H -0.08374 3.08359 0.46895 0.276 -0.762 -0.001
H -1.00569 1.60544 1.07573 0.889 1.491 -0.369
H -1.58633 2.16935 -1.88325 0.203 -0.913 0.676
H -1.23201 0.55334 -2.52610 0.739 0.568 1.019
H -2.18288 0.59978 -1.08345 0.976 1.034 -0.116
H 0.27127 -0.31232 1.77459 -1.753 -1.302 -1.625
H -1.39909 -0.37434 0.95047 0.404 -0.330 -0.143
H -1.26264 -2.75352 1.27471 -1.270 -0.054 0.389
H -0.13714 -2.57583 0.16453 0.140 -1.062 -0.260



# 3
44
Properties=species:S:1:pos:R:3:forces:R:3 method="wB97M-V/def2-TZVPD" charge=-1 lumo_energy_ev="1.15 / 1.16"
Ni 1.67950 1.47575 1.29266 -0.436 -3.045 -1.308
O 1.02446 -0.82110 4.44935 0.019 0.067 0.096
C 0.58300 -0.30841 3.44052 -0.043 -0.023 -0.407
O 0.96000 0.83753 2.96693 0.123 0.800 -0.226
C -0.55590 -1.01865 2.71278 0.063 -0.007 -0.039
C -1.38430 -1.80935 3.50999 -0.013 -0.010 -0.015
C -2.46361 -2.48300 2.96985 -0.001 0.014 -0.027
C -2.72473 -2.39342 1.60682 0.022 -0.004 0.006
C -1.89857 -1.63007 0.80330 0.004 0.018 0.013
C -0.81171 -0.93482 1.34176 0.054 0.001 0.075
P 0.23129 0.05070 0.21251 0.277 0.244 0.317
C 0.88911 -1.13681 -0.99118 0.199 0.043 0.060
C 0.84168 -2.51533 -0.80351 -0.005 -0.007 -0.049
C 1.42553 -3.36622 -1.73455 -0.023 0.033 0.018
C 2.06673 -2.84465 -2.84818 -0.018 0.028 0.014
C 2.14225 -1.46791 -3.02345 -0.018 -0.028 0.019
C 1.56746 -0.61348 -2.09588 0.010 -0.003 -0.015
C -1.03588 0.99085 -0.69825 0.128 0.091 -0.035
C -1.57226 2.10581 -0.05702 -0.019 0.026 -0.015
C -2.55435 2.85942 -0.67792 -0.003 -0.033 -0.017
C -3.00531 2.50932 -1.94475 0.024 -0.013 0.027
C -2.47217 1.40278 -2.58787 0.014 -0.022 0.032
C -1.48563 0.64574 -1.96768 -0.026 -0.032 -0.018
H -1.15132 -1.87654 4.56367 0.004 0.000 0.001
H -3.10510 -3.07956 3.60693 0.012 0.009 0.004
H -3.56769 -2.91753 1.17360 0.010 0.005 0.001
H -2.09726 -1.56377 -0.26033 -0.001 0.012 0.014
H 0.35540 -2.92986 0.06983 -0.021 -0.004 -0.005
H 1.37996 -4.43780 -1.58451 0.002 0.011 0.008
H 2.51826 -3.50996 -3.57404 0.005 0.010 0.011
H 2.66504 -1.05536 -3.87688 -0.008 0.009 0.012
H 1.66771 0.45946 -2.20743 -0.015 -0.006 -0.025
H -1.20052 2.39665 0.91660 0.045 0.039 -0.008
H -2.94948 3.73714 -0.18283 0.000 -0.018 0.006
H -3.76378 3.10719 -2.43515 0.009 -0.002 0.006
H -2.81646 1.12935 -3.57755 0.016 0.005 0.003
H -1.06337 -0.20991 -2.48084 -0.010 0.026 0.004
O 1.16883 3.24434 0.45493 0.342 0.985 -0.590
Se 2.56903 3.19649 -0.48739 -0.573 1.331 0.008
O 2.29450 3.60551 -2.02579 0.081 -0.335 0.175
O 2.83263 1.52446 -0.32058 -0.761 0.011 0.915
O 3.76021 4.02018 0.24009 -0.106 -0.274 -0.244
I 3.34923 2.15555 3.01788 0.932 0.179 1.450
I 5.70758 3.46930 3.09354 -0.296 -0.132 -0.256



# 4
45
Properties=species:S:1:pos:R:3:forces:R:3 method="wB97M-V/def2-TZVPD" smiles=CC1(C)CCCC(C)(C)N1O.CCO.O.O lumo_energy_ev=0.32
C -3.27513 -19.89750 19.89561 0.028 0.942 -0.716
C -2.16725 -19.70748 18.85344 -0.076 1.521 0.884
O -1.44926 -20.85911 18.77386 1.485 -3.298 -0.771
H -3.79566 -20.83030 19.67871 0.038 -0.022 0.312
H -3.99821 -19.08222 19.87173 -0.082 0.041 -0.063
H -2.81258 -19.85965 20.88187 -0.148 -0.471 0.017
H -1.37129 -19.06017 19.22157 -0.673 1.140 0.044
H -2.43559 -19.40957 17.83986 -0.599 0.418 0.213
H -1.67558 -21.31451 17.95961 0.046 -0.295 0.149
C 7.19101 -23.46646 19.22691 0.294 -0.832 0.646
C 5.78265 -23.76719 19.84742 -0.990 -0.389 -1.553
C 4.76734 -23.91885 18.57634 -0.267 0.688 0.921
C 3.41817 -24.60241 18.94845 1.535 0.931 -0.762
C 3.69351 -25.95883 19.45110 -0.033 -0.973 1.965
C 4.61279 -25.95778 20.78347 -2.830 0.665 -2.066
N 5.77795 -25.14481 20.50050 0.722 1.468 -1.028
O 6.69881 -25.25495 21.58318 -0.174 0.537 -0.166
C 3.72844 -25.51911 21.96686 1.146 1.415 1.058
C 5.08470 -27.35060 20.92586 0.661 -2.080 1.301
C 5.29429 -22.56797 20.68008 0.873 -1.044 -0.025
H 7.33663 -22.66610 18.50143 -1.182 -0.004 -0.388
H 7.52328 -24.40139 18.77568 0.173 0.045 -0.158
H 7.96974 -23.14948 19.92059 -0.214 -0.451 0.783
H 4.48943 -22.92650 18.22121 0.431 0.404 0.154
H 5.30409 -24.36000 17.73646 -0.141 -0.542 0.156
H 2.64748 -24.63824 18.17847 0.432 0.088 -0.699
H 2.91756 -23.98762 19.69646 0.157 -0.095 0.478
H 4.12971 -26.71413 18.79738 0.255 0.611 -0.663
H 2.68858 -26.33404 19.64458 0.147 -0.630 0.872
H 2.98936 -26.18606 22.41075 0.102 -0.274 -0.615
H 4.39267 -25.20613 22.77243 0.482 -0.712 0.432
H 3.29842 -24.52237 21.86837 -0.670 -0.153 -0.894
H 5.36495 -27.55807 21.95858 0.138 0.048 0.179
H 4.35265 -28.12678 20.70280 -0.412 0.298 -0.143
H 5.96572 -27.61362 20.34044 -0.023 0.382 -0.315
H 5.86577 -22.49784 21.60560 -0.276 -0.241 0.284
H 4.22926 -22.72915 20.84689 0.061 0.730 0.217
H 5.59052 -21.67371 20.13175 -0.699 0.150 -0.132
H 7.35674 -25.83980 21.20021 0.277 -0.033 0.179
O 0.23998 -25.86934 20.70033 0.315 -0.717 0.109
H -0.00170 -26.15350 19.81882 -0.124 -0.121 -0.145
H 0.29755 -24.91593 20.63781 -0.250 0.445 0.214
O -0.28491 -23.23436 20.29894 0.175 -0.136 0.029
H 0.18613 -23.10222 19.47620 0.100 0.228 -0.247
H -0.73856 -22.40542 20.45155 -0.208 0.317 -0.048



Calculated ΔE to the lowest compared entry with this formula, charge and spin in order - 0.0, 183.2, 185.6, 183.4 kJ/mol